Here is a 8-piece molecular cluster, C28H74N2O22PS7 overall from the OMol25 dataset. Energies are from the ωB97M-V functional and the def2-TZVPD basis.

```
! wB97M-V def2-TZVPD RIJCOSX def2/J DEFGRID3
* xyz 1 1
S 0.91530 0.02752 -1.77268
S -2.61052 4.11301 0.67559
S 3.57053 -2.69881 5.57374
S 9.47031 2.14164 -0.90773
S -3.50828 -3.16943 6.53468
S -0.86036 -5.43877 -6.99142
S 3.78144 5.47122 -1.61565
P -4.12288 -1.09677 0.98574
O 1.23525 -0.68623 -0.56891
O -3.58628 3.49891 1.53352
O -0.40803 -0.04483 -2.32760
O 5.11772 4.68393 -1.29348
O 1.97504 -0.33089 -2.88324
O -3.73065 -3.99585 5.38170
O 4.03270 -4.02275 5.30264
O -0.27179 -4.28163 -6.38757
O 4.07581 6.62306 -2.40300
O -7.39462 1.71208 -3.33763
O -4.10529 -1.86903 6.59441
O -3.11734 5.54588 0.25645
O -0.99507 -5.51346 -8.40913
O -3.86696 -3.97047 7.84766
O 2.35447 -2.50200 6.30236
O -1.23795 4.18945 1.06271
O 2.79606 4.53216 -2.06568
O 10.79231 1.32534 -0.60118
O -2.27511 -5.69664 -6.31205
O 3.48936 -1.89805 4.20241
O 8.44438 1.22635 -1.30914
O 9.78022 3.27150 -1.72483
N -2.19281 -2.46869 2.28158
N -6.48702 1.21918 -1.25450
C -0.06065 -6.89259 -6.41007
C -1.77629 -3.04599 6.81634
C 5.67794 3.83960 -2.33209
C -2.44263 -1.12851 1.70557
C -5.26156 -4.10374 8.21656
C 2.72667 -2.49638 3.13146
C 3.41355 5.97715 0.02828
C 2.19011 -1.72406 -3.22595
C -3.45645 6.49257 1.30387
C -2.23756 7.07568 1.98779
C -5.85732 0.00893 -0.76478
C -6.00686 -5.10286 7.35545
C -3.22311 -4.60798 -6.30596
C -6.75538 2.59130 0.83899
C -8.11354 -0.37896 -2.43844
C -3.85765 -4.36795 -7.66124
C 1.07985 -2.31078 -4.07231
C -2.69845 3.35934 -0.91313
C 6.34643 4.63363 -3.43496
C 11.30415 0.44748 -1.63236
C 1.23480 -2.41469 3.37480
C 9.15801 2.69474 0.73240
C 1.34857 1.71722 -1.57259
C 4.84985 -1.75154 6.31827
C -7.43762 1.80557 -0.25196
C -7.31583 0.90957 -2.42165
C 11.97170 1.19734 -2.76715
C -4.54699 0.33773 -0.02490
H 7.08419 5.31891 -3.02012
H 12.02545 -0.18777 -1.12442
H -3.12643 -4.01827 -8.38715
H 10.49838 -0.19294 -1.99343
H -7.49521 -1.23381 -2.66332
H -2.28966 2.35486 -0.82219
H 12.73863 1.86951 -2.38434
H -1.60433 -2.43567 7.69760
H -2.45910 -3.14188 1.57216
H 6.41249 3.21084 -1.83363
H -7.52556 3.09187 1.41233
H -7.01479 -5.24469 7.74390
H -8.56103 -0.53270 -1.46297
H -1.37042 -4.04533 6.94416
H 2.53459 6.61464 -0.02711
H 0.01750 -6.84786 -5.32782
H -4.63109 1.21837 0.59773
H -6.25195 1.94024 1.53986
H 3.04990 -3.52807 2.98605
H -3.75580 0.51097 -0.74148
H 5.76349 -1.88099 5.74599
H -2.10216 3.93858 -1.61261
H 0.14268 -2.36998 -3.52042
H -2.86948 -2.61825 3.02598
H -6.50230 -0.57591 -0.09711
H 2.99781 -1.93914 2.23783
H -6.08564 -4.76183 6.32454
H -8.06628 2.47373 -0.82164
H 11.25559 1.79731 -3.32563
H 0.93547 -1.38521 3.57543
H -4.01672 7.27484 0.79889
H 3.21000 5.09949 0.63486
H 0.90286 -1.69978 -4.95578
H -1.55482 7.50340 1.25464
H 3.12475 -1.73018 -3.78040
H 4.25934 6.53766 0.41568
H 6.84389 3.95513 -4.12691
H -5.73523 -3.12158 8.19598
H 2.35603 1.78691 -1.17532
H -2.30602 -0.39407 2.48517
H -1.66818 -0.97141 0.96659
H -1.33925 -2.57617 5.93790
H 4.90179 3.18245 -2.72745
H -8.04904 1.00521 0.15965
H -4.63933 -3.61291 -7.57659
H 0.68496 -2.78251 2.50948
H 1.34514 -3.31656 -4.39258
H 10.02837 3.23851 1.08810
H 12.43224 0.48999 -3.45626
H -5.58618 -0.65528 -1.57301
H 5.62446 5.22416 -3.99659
H -5.24440 -4.43734 9.25063
H 8.29640 3.35675 0.68343
H -2.54409 7.85568 2.68356
H -4.12838 6.01468 2.01793
H -4.29387 -5.28778 -8.04846
H -2.73637 -3.70701 -5.92746
H 0.63681 2.15181 -0.87281
H -1.69142 6.31827 2.54738
H -5.49206 -6.06274 7.34785
H -5.07687 -1.24035 1.99164
H 0.94495 -3.01519 4.23573
H -3.98140 -4.90193 -5.58296
H 0.92693 -6.91047 -6.86442
H 4.54336 -0.70984 6.34434
H -4.20017 -2.20139 0.14020
H 4.97521 -2.13174 7.32909
H 1.27675 2.21745 -2.53395
H -0.63538 -7.75721 -6.72903
H -8.90592 -0.25978 -3.15534
H 2.34924 -2.29787 -2.31178
H -3.73824 3.31835 -1.23143
H -6.10353 3.35638 0.44996
H 8.94481 1.83574 1.36165
*
```

Gap between HOMO and LUMO ... 9.53 eV
E_HOMO ... -12.20 eV
E_LUMO ... -2.669 eV
Energy ... -163387.31499 eV



Here is a 4-piece molecular cluster, C28H75Cl2N10O4P4 overall from the OMol25 dataset. Energies are from the ωB97M-V functional and the def2-TZVPD basis.

```
! wB97M-V def2-TZVPD RIJCOSX def2/J DEFGRID3
* xyz 1 1
Cl -6.46963 -0.90715 -0.75316
Cl -6.97460 -0.64457 -4.16495
P 1.97508 -0.70355 2.73555
P 3.04425 4.78659 0.18227
P 0.21067 -7.15028 -0.67228
P -7.08351 1.64278 -1.87094
O -2.20880 0.54873 -1.61401
O 1.79251 4.00132 0.19223
O 3.37030 -1.12930 2.55049
O 0.65299 -6.44113 -1.88342
N 1.72570 -0.94561 4.42259
N -0.92429 -6.80026 0.51019
N 2.56051 6.27769 0.89985
N 4.64622 4.68930 0.66784
N 0.49596 -1.28961 2.20071
N 1.92544 0.94225 2.26983
N 1.62572 -7.49017 0.22078
N 3.34912 4.87493 -1.51697
N -1.67739 2.78894 -1.87239
N -0.54391 -8.56118 -1.31296
C 2.80700 7.65168 0.51736
C 2.59306 3.90680 -2.31167
C -5.79732 0.33166 -1.86190
C -2.71521 3.51732 -2.61624
C 2.47077 -6.33142 0.46587
C 1.27315 2.09589 2.84904
C 0.49034 -1.95638 0.90027
C -5.28095 3.62136 -2.80896
C 3.64779 6.06329 -2.31280
C -0.77622 -8.50802 -2.75831
C 5.55800 5.80197 0.53754
C -5.49422 -0.34461 -3.21398
C 1.96285 6.15159 2.21760
C -1.13224 -7.63207 1.67006
C 1.10613 -0.03779 5.38402
C -4.05877 3.55210 -1.88725
C -1.11720 -5.38221 0.79941
C -1.69611 2.96873 -0.42356
C -4.40863 0.34781 -4.04581
C 2.77909 -1.73096 5.07305
C 4.92672 3.89016 1.86607
C -0.38679 -9.94768 -0.87898
C -1.64145 1.42083 -2.25571
C -6.55558 3.36616 -1.98518
C -0.85142 1.11742 -3.50534
C 2.05837 -8.66747 0.94431
C 2.48032 1.19711 0.95039
C -0.74807 -0.61400 2.46560
H -2.19345 -7.61588 1.93065
H -0.77333 2.58333 0.00310
H -8.04607 1.37600 -2.83700
H 0.62989 -10.21340 -0.60992
H -0.60188 0.06132 -3.53635
H 3.37657 0.59457 0.79214
H 1.45326 -0.28744 6.38587
H -1.43372 1.38831 -4.38680
H -1.04446 0.03194 1.62645
H 5.28599 6.48838 -0.25822
H -7.74145 1.51811 -0.65144
H 3.64214 -1.12347 5.36632
H -1.06701 -7.51102 -3.07324
H 0.40391 2.42798 2.26301
H -1.06602 -10.21117 -0.06258
H 3.10127 -8.89254 0.69877
H -2.84131 3.03463 -3.58731
H 0.07270 1.68976 -3.49454
H 0.10149 -8.80714 -3.34174
H -5.13288 -1.33488 -2.95630
H 2.51227 2.95241 -1.79885
H 2.70972 6.04989 3.01760
H -1.60500 -9.17620 -2.99948
H 2.12150 -5.72283 1.31253
H 0.41496 -1.24173 0.06788
H 4.29163 3.00487 1.90090
H -2.51133 2.42097 0.05939
H -6.44325 3.79395 -0.99006
H 1.30135 5.28456 2.26095
H -0.36534 -5.00156 1.50545
H 1.57818 4.25175 -2.55281
H 4.76376 4.45795 2.79219
H 1.77249 0.97787 0.13650
H 3.17032 7.74766 -0.49605
H 1.40255 -2.53788 0.75957
H -3.64989 -0.37642 -4.32510
H 2.75511 2.25014 0.84903
H -2.10920 -5.20582 1.22269
H 3.39066 5.87108 -3.35389
H 5.96242 3.54715 1.85496
H -4.16978 2.68673 -1.23057
H 2.51472 -5.69291 -0.41671
H -0.65507 -10.61148 -1.69990
H -5.35474 4.63968 -3.19083
H 1.87645 8.22747 0.57453
H 1.48520 -9.54721 0.70086
H -4.86298 0.66254 -1.40923
H 2.35846 -2.20120 5.96361
H 2.00214 -8.53282 2.03371
H -0.71538 0.00249 3.36002
H -0.85251 -8.66873 1.50390
H -0.35272 -2.64615 0.83310
H 3.13497 3.72443 -3.24147
H -3.94601 1.15534 -3.48871
H 0.01750 -0.14564 5.42234
H -4.83794 0.74471 -4.96305
H -7.39313 3.88801 -2.45466
H -1.53254 -1.36193 2.61045
H -2.35460 4.52481 -2.82968
H 3.13106 -2.52814 4.42659
H 1.35623 7.03172 2.43928
H -1.79390 4.02334 -0.17959
H 1.97068 2.93957 2.88591
H 0.93799 1.92424 3.86032
H 4.71370 6.30568 -2.32126
H -4.09313 4.42307 -1.23157
H 1.36581 1.00603 5.23692
H -5.19520 2.97717 -3.68386
H 5.62344 6.38017 1.46758
H -1.04123 -4.79448 -0.11717
H 6.55160 5.41028 0.30925
H -0.56345 -7.26897 2.53591
H 3.49039 -6.65139 0.68443
H 3.07398 6.94087 -2.02390
H 3.53566 8.14854 1.17303
*
```

Gap between HOMO and LUMO ... 5.98 eV
E_HOMO ... -9.14 eV
E_LUMO ... -3.160 eV
Energy ... -115536.50153 eV



Here is C28H75F6HfN5O17S2 as an isolated structure from the OMol25 dataset. Energies are from the ωB97M-V functional and the def2-TZVPD basis.

```
! wB97M-V def2-TZVPD RIJCOSX def2/J DEFGRID3
* xyz 2 1
Hf 24.68435 27.12796 12.12469
S 26.04881 25.35238 15.03129
S 26.55696 24.41233 10.77757
F 26.47022 23.05214 16.14048
F 24.84640 22.86393 9.54059
F 25.43274 22.10697 11.48936
F 25.91669 22.84554 14.07526
F 27.89543 23.56730 14.59774
F 26.82447 22.03762 9.83424
O 28.02550 19.84392 16.67084
O 27.11638 24.94340 9.56680
O 27.18268 26.04586 15.56370
O 27.48337 24.23956 11.86282
O 24.90793 25.35468 15.91699
O 26.49461 28.26049 13.27951
O 32.74658 25.96458 16.30792
O 21.48252 19.82254 11.24823
O 21.82280 30.35874 16.53954
O 25.35699 25.22760 11.20961
O 24.91069 22.86255 20.01978
O 26.64335 28.71035 15.91632
O 26.65650 27.55544 10.83758
O 22.77899 25.24541 11.09080
O 25.71280 25.85545 13.65634
O 23.98736 20.03760 16.86291
O 29.72677 26.00860 17.01468
N 30.48723 18.62556 17.80199
N 27.51750 21.40489 22.16273
N 23.02810 26.21510 13.65742
N 23.50790 20.85216 14.15738
N 23.61333 27.98575 16.31101
C 22.54177 19.95415 13.50103
C 21.20425 20.08326 14.21215
C 22.41574 31.65054 16.53412
C 22.03595 24.58310 12.13798
C 31.96846 25.21219 17.23099
C 25.85036 22.70827 10.40230
C 26.16758 21.61162 21.64957
C 25.19021 21.87928 22.77497
C 24.76045 23.80894 18.99195
C 21.65295 18.44547 10.95633
C 22.36746 27.17106 18.32734
C 30.57052 24.93213 16.66977
C 31.44886 20.87738 17.79310
C 24.82672 20.41295 17.96394
C 27.96746 27.84040 11.40588
C 27.32787 29.56854 16.82131
C 27.51265 19.81372 15.35120
C 22.39880 28.12196 17.15308
C 26.62550 23.55091 14.93514
C 22.84114 24.73037 13.39457
C 22.17676 24.97668 9.82403
C 22.24699 24.08503 14.63603
C 29.28731 20.49909 16.67520
C 22.23889 29.55084 17.63171
C 26.17075 22.79571 20.63552
C 27.88463 28.21072 12.89472
C 30.16364 20.04816 17.85183
C 22.48789 20.37798 12.04223
H 21.54406 27.92906 16.49654
H 22.50312 18.26547 10.29007
H 30.26570 23.98949 17.16134
H 25.22067 21.41306 17.83330
H 28.38448 27.39238 13.41495
H 21.40799 24.64775 15.07106
H 29.13992 21.58472 16.72388
H 20.72906 21.06526 14.21937
H 26.52148 28.74551 14.15568
H 22.64672 26.14582 18.04535
H 22.74386 25.53815 9.07707
H 22.87090 18.91318 13.56988
H 25.88778 20.73859 21.05727
H 32.33098 26.82375 16.19357
H 29.66146 18.11871 17.48879
H 23.79770 24.24142 13.20956
H 24.59531 24.82695 19.36194
H 23.57968 20.69234 15.15731
H 26.68241 30.02352 17.57629
H 23.95818 23.43463 18.35990
H 24.17377 21.63360 22.45215
H 20.99363 24.91114 12.22606
H 27.93756 22.15231 22.70218
H 21.86747 17.91078 11.88723
H 23.08726 27.46112 19.09295
H 20.74044 18.05075 10.52318
H 23.39914 19.32214 17.10919
H 21.19089 19.71688 15.23923
H 25.32278 21.19137 23.61013
H 28.35947 29.15362 13.15287
H 28.07272 29.05386 17.43582
H 28.44624 28.61438 10.80162
H 27.30314 20.84542 15.02754
H 26.51882 19.36544 15.38836
H 26.83983 27.62179 9.88670
H 32.48660 24.27805 17.43907
H 30.62646 24.64535 15.61551
H 22.15170 32.14652 15.60292
H 21.96461 23.53073 11.84924
H 25.70155 23.86703 18.42659
H 25.19025 22.92293 23.08713
H 31.86494 20.86767 16.78131
H 27.88297 30.38088 16.34843
H 21.16999 25.38962 9.70983
H 20.52486 19.42244 13.66075
H 21.43688 29.60542 18.38030
H 22.96820 23.96893 15.44239
H 28.13957 21.28425 21.36798
H 23.96880 27.03531 16.40647
H 29.87073 20.18010 15.80328
H 22.18221 23.91914 9.56700
H 26.98348 22.61211 19.92338
H 22.49546 21.46543 11.90657
H 24.19343 20.28065 18.84391
H 23.47681 20.15248 11.59277
H 21.78817 23.11290 14.45648
H 27.07068 27.84285 15.98399
H 24.38295 28.43531 16.81308
H 31.87992 25.74136 18.18354
H 23.10842 29.95581 18.16488
H 26.37794 23.67102 21.26502
H 31.16442 18.46251 17.05945
H 32.24573 20.39472 18.36397
H 21.99758 32.26891 17.33597
H 25.66846 19.73336 18.12942
H 31.28078 21.86326 18.22144
H 24.42147 20.72343 13.73590
H 23.08854 26.19140 14.68414
H 21.33063 27.00877 18.62694
H 22.08643 26.61798 13.57149
H 23.49604 31.55491 16.66736
H 28.89724 25.92056 16.53497
H 29.64042 20.25952 18.78874
H 28.18250 19.32307 14.64586
H 28.63844 26.99046 11.27339
*
```

Gap between HOMO and LUMO ... 2.29 eV
E_HOMO ... -11.96 eV
E_LUMO ... -9.669 eV
Energy ... -111772.17489 eV



no.,largest force on an atom (eV/A)
1,2.20
2,5.49
3,8.98